Record 1
This record from the Open Molecules 2025 dataset describes C37H33BBiF4NO3S2 as an isolated structure. The level of theory is ωB97M-V/def2-TZVPD.

Atoms and positions in Å:
Bi -0.7205 1.1448 1.3231
S -3.1995 2.2564 -0.7542
S -1.2313 -1.2433 0.2354
F 1.2653 0.1874 0.8116
F 2.7140 -0.9754 2.2737
F 0.8534 0.1806 3.0694
F 2.6644 1.3492 2.2664
O -0.1596 1.9736 -0.5803
O -2.7252 1.4823 0.5272
O -0.3990 -1.4063 -0.9506
N 2.0328 2.3484 -1.1090
C -7.7276 2.1089 -0.5292
C -1.1058 -0.5612 -5.5793
C -1.2928 -2.0605 2.8103
C -5.6821 2.9282 -1.5258
C -4.9607 2.1215 -0.6542
C 0.0019 -3.4309 1.2802
C 0.2903 -4.8672 4.7868
C -0.9393 -2.8879 3.8531
C -2.9523 -1.5486 -0.1523
C -0.1070 -3.9936 3.6349
C -7.0625 2.9064 -1.4624
C -0.8259 -2.3534 1.5292
C -2.6819 1.2701 -2.1437
C -6.9705 -2.3936 -1.0180
C -9.2277 2.1319 -0.4359
C -6.8369 -0.9750 -2.9583
C -3.6869 -2.4045 0.7019
C -3.5102 -0.9630 -1.2709
C -2.0988 2.0657 -3.1611
C 3.1977 1.9982 -1.9282
C -2.2140 -0.7278 -3.4036
C -5.5853 1.3233 0.2886
C 0.9039 1.7473 -1.2781
C -1.6052 1.4766 -4.2832
C -4.8735 -1.2565 -1.5769
C -5.5231 -0.7017 -2.7111
C -5.6129 -2.1207 -0.7249
C -1.7265 -2.7127 -4.6918
C -1.6338 0.0685 -4.4276
C -2.7601 -0.1012 -2.2420
C -4.9860 -2.6845 0.4078
C 2.2482 3.3649 -0.0736
C -2.2496 -2.1354 -3.5724
C 0.3539 -4.2445 2.3447
C -6.9689 1.3221 0.3378
C -1.1490 -1.9187 -5.7072
C -7.5712 -1.8275 -2.1024
B 1.9959 0.1535 2.2250
H -9.6220 1.1728 -0.1010
H -7.6364 3.5298 -2.1385
H -3.2151 -2.8617 1.5589
H 0.7939 -5.7712 4.4528
H -0.5808 -5.1486 5.3777
H -7.3185 -0.5449 -3.8276
H -2.6947 -2.7540 -2.8038
H -8.6125 -2.0321 -2.3193
H 2.7648 2.9200 0.7756
H -4.9727 -0.0600 -3.3870
H -5.5490 -3.3629 1.0383
H 0.9695 -4.3273 5.4497
H -7.5215 -3.0633 -0.3676
H -9.5420 2.8868 0.2893
H -1.7541 -3.7885 -4.8090
H -1.9507 -1.2102 2.9921
H -1.2957 -2.6782 4.8545
H 1.2983 3.7843 0.2424
H -2.0651 3.1436 -3.0374
H 2.9747 1.1397 -2.5557
H 1.0088 -5.0882 2.1671
H -0.6753 0.0522 -6.3624
H -5.1754 3.5597 -2.2499
H 2.8641 4.1585 -0.4898
H -5.0035 0.7128 0.9673
H 0.3743 -3.6191 0.2792
H -9.6794 2.3891 -1.3932
H 0.8336 1.0243 -2.0883
H -0.7458 -2.3928 -6.5932
H -1.1887 2.0819 -5.0806
H -7.4675 0.6947 1.0681
H 4.0253 1.7451 -1.2679
H 3.4814 2.8464 -2.5470

Lowest unoccupied orbital energy ... -6.63 eV
Energy relative to the best compared isomer or geometry (same formula, charge and spin) ... 0.120 eV
Frontier orbital gap ... 0.250 hartree
Net charge ... +2

Atomic charges from the Mulliken analysis, expressed in e, are listed below: Bi 1.60; S 0.02; S 2.40; F -0.39; F -0.25; F -0.38; F -0.31; O -0.77; O -0.61; O -0.68; N 0.27; C 0.85; C -1.16; C -0.39; C -0.64; C 0.90; C -0.93; C -1.54; C -0.85; C 1.49; C 0.91; C -0.93; C 0.39; C 2.25; C -1.09; C -1.63; C -0.92; C -1.16; C 0.07; C -1.29; C -0.92; C 0.93; C 0.03; C 0.34; C -1.14; C 0.99; C -1.15; C 0.91; C -0.93; C 0.89; C -1.12; C -1.46; C -0.92; C -1.03; C -0.94; C -0.80; C -0.66; C -0.78; B 0.53; H 0.39; H 0.42; H 0.57; H 0.39; H 0.38; H 0.48; H 0.49; H 0.47; H 0.33; H 0.45; H 0.47; H 0.33; H 0.50; H 0.33; H 0.46; H 0.46; H 0.47; H 0.27; H 0.51; H 0.34; H 0.39; H 0.48; H 0.44; H 0.40; H 0.47; H 0.58; H 0.41; H 0.32; H 0.44; H 0.46; H 0.39; H 0.36; H 0.35

Record 2
This record from the Open Molecules 2025 dataset describes one molecule with the formula C5H11N. The level of theory is ωB97M-V/def2-TZVPD.

Atoms and positions in Å:
N 1.0382 -0.2393 -0.5873
C 2.1890 0.3330 0.1485
C -1.4223 1.2954 -0.2273
C -1.1867 -1.2981 -0.2875
C 0.0382 -0.7671 0.3361
C -1.2329 -0.0277 0.4522
H -2.4790 1.7034 -0.1267
H -1.6050 -0.0578 1.4450
H 2.6883 -0.3333 0.9199
H -1.1319 -1.2225 -1.3807
H -1.1115 1.0733 -1.3027
H 2.9187 0.6298 -0.5802
H 1.7559 1.2015 0.7071
H -0.6918 2.0852 0.2313
H -1.6874 -2.1622 0.1307
H 1.4264 -1.0005 -1.1295
H 0.4938 -1.2131 1.2512

Lowest unoccupied orbital energy ... 1.19 eV
Energy relative to the best compared isomer or geometry (same formula, charge and spin) ... 1.542 eV
SMILES ... CN[C@@H]1C[C@@H]1C
Frontier orbital gap ... 0.371 hartree

Atomic charges from the Mulliken analysis, expressed in e, are listed below: N -0.37; C -0.87; C -1.07; C -0.83; C 0.01; C 0.07; H 0.34; H 0.36; H 0.28; H 0.25; H 0.23; H 0.34; H 0.26; H 0.20; H 0.27; H 0.22; H 0.32

- Number 2 is which compound?
  C5H11N

- Which of these has the highest frontier orbital gap?
  C5H11N